Computed, not measured: C17H14AuBrN4OS as an isolated structure, with ωB97M-V/def2-TZVPD.

Results
**Energy**: -4057.8612 Ha
**Total charge**: +2
**Kohn-Sham gap**: 5.7918 eV
**HOMO energy**: -13.89 eV

Atoms and positions in Å:
Au: -0.0630 0.4318 -0.7958
Br: 5.7337 -2.4209 2.9101
S: -0.5126 1.8393 -2.5376
O: 1.9235 0.3647 -0.7764
N: 2.1371 1.7335 -3.1103
N: 0.8158 2.9660 -4.5025
N: -2.0870 0.0513 -0.6141
N: -0.1048 -0.4348 1.0545
C: -1.7520 -0.6505 2.9275
C: 0.8820 -1.0058 1.6525
C: 0.9489 2.1833 -3.4435
C: -4.3856 0.0630 -1.2481
C: -2.4593 -0.2297 0.6878
C: -3.1118 -0.6887 3.3386
C: 2.6992 -0.3396 0.0707
C: 4.5210 -1.6326 1.7686
C: -3.7994 -0.3036 1.0605
C: 4.0494 -0.4173 -0.2576
C: -3.0209 0.1740 -1.5465
C: -1.4521 -0.4588 1.6169
C: 2.2548 -0.9710 1.2408
C: 3.1810 -1.6085 2.0818
C: 4.9515 -1.0510 0.5712
C: -4.7717 -0.1445 0.0448
C: -4.1124 -0.5373 2.4250
H: 2.2682 1.1610 -2.2721
H: 2.9559 1.9778 -3.6474
H: 0.6709 -1.5604 2.5641
H: -2.6884 0.3604 -2.5583
H: -5.8216 -0.2067 0.3050
H: 5.9971 -1.1045 0.2995
H: -0.0915 3.3094 -4.7764
H: 4.3658 0.0405 -1.1854
H: 2.8414 -2.0878 2.9917
H: -5.1512 -0.5849 2.7254
H: -3.3407 -0.8396 4.3839
H: 1.6062 3.2339 -5.0692
H: -0.9720 -0.7675 3.6689
H: -5.1057 0.1562 -2.0484

Force components x, y, z for each atom (eV/Å):
-0.6 -1.2 1.8
0.5 -0.4 0.5
0.6 0.2 -0.8
0.0 0.4 -0.5
-0.1 -0.2 0.2
-0.4 0.0 0.1
-0.1 0.6 -0.1
-0.9 -0.2 0.1
-0.3 -0.1 0.5
0.9 0.1 0.0
0.3 0.1 -0.1
0.2 0.0 -0.2
0.2 0.1 -0.7
0.4 0.0 -0.1
-0.2 0.1 0.0
-0.7 0.3 -0.3
-0.5 0.0 0.1
0.0 0.1 -0.1
0.0 0.0 0.1
1.3 0.1 -0.4
-0.7 -0.1 0.1
0.5 -0.2 0.1
-0.2 0.0 0.0
-0.1 -0.1 0.2
-0.1 0.0 -0.1
0.0 0.1 0.0
0.0 0.0 -0.1
0.0 0.1 0.0
0.0 0.0 0.0
0.0 0.0 0.0
0.0 0.0 0.0
0.0 0.0 0.0
0.1 0.0 0.1
0.0 0.0 0.0
0.0 0.0 0.0
0.0 0.0 0.0
0.0 0.0 0.0
-0.1 0.0 0.0
0.0 0.0 0.0